C22H34BrIN7OS2Sm as an isolated structure, computed with ωB97M-V with the def2-TZVPD basis set.

Positions of all 69 atoms, in Å:
Sm 0.0000 0.0000 0.0000
C -0.6419 1.5754 3.7146
C -0.5717 1.1568 2.2685
N 0.1800 0.1818 1.8955
N 1.0575 -0.6846 2.3901
C 1.7157 -1.6075 1.5141
N 2.6021 -2.3889 2.2258
S 1.6148 -1.9067 -0.1818
C -1.4593 1.9380 1.1888
C -2.2725 2.9706 1.6510
C -3.0556 3.6834 0.7395
C -3.0190 3.3607 -0.6129
C -2.1973 2.3277 -1.0224
N -1.4270 1.6148 -0.1800
H 0.0120 0.9566 4.3345
H -1.6650 1.4574 4.0834
H -0.3248 2.6165 3.8174
H 1.3682 -0.5759 3.3454
H 2.4144 -2.5865 3.1977
H 3.0313 -3.1407 1.6978
H -2.3217 3.2459 2.6971
H -3.6940 4.4922 1.0864
H -3.6195 3.9046 -1.3341
H -2.1326 2.0367 -2.0669
C 5.7514 0.2718 0.8523
N 4.5718 0.0170 0.0533
C 4.7022 -0.4214 -1.3215
C 3.3118 0.1878 0.5890
O 2.2556 0.0000 0.0000
H 6.6659 0.0902 0.2827
H 5.7290 -0.3801 1.7308
H 5.7290 1.3119 1.1912
H 5.7519 -0.5136 -1.6107
H 4.2055 0.3036 -1.9735
H 4.2055 -1.3900 -1.4334
H 3.3391 0.5229 1.6398
Br -1.1587 0.8398 -6.3237
C 0.3652 -0.2647 -6.0590
C 1.0089 -0.7312 -7.2124
C 2.1359 -1.5481 -7.1123
C 2.6266 -1.9037 -5.8590
C 1.9911 -1.4431 -4.7045
C 0.8586 -0.6223 -4.7979
I 0.0000 0.0000 -2.9871
H 0.6383 -0.4626 -8.1992
H 2.6297 -1.9060 -8.0126
H 3.5047 -2.5402 -5.7786
H 2.3922 -1.7338 -3.7361
C -0.2808 5.4043 2.7764
C 0.9671 5.1027 1.9653
N 0.7262 5.2694 0.5383
C 0.2814 4.3249 -0.3383
S 0.0000 2.7148 0.0000
N 0.0586 4.7440 -1.6143
C 0.1809 6.0696 -2.1957
C -1.0361 6.9278 -1.9004
H -0.0738 5.3044 3.8462
H -1.0984 4.7235 2.5199
H -0.6289 6.4257 2.5887
H 1.3274 4.0921 2.1769
H 1.7627 5.8047 2.2357
H 0.7743 6.2182 0.2039
H -0.2917 4.0102 -2.2207
H 0.2889 5.9360 -3.2770
H 1.0919 6.5489 -1.8244
H -1.9471 6.4564 -2.2841
H -0.9333 7.9098 -2.3719
H -1.1694 7.0778 -0.8244
H 1.2225 1.2225 1.2225

Output
* <S²>: 8.894
* LUMO energy (alpha / beta): -0.21624 / -0.21418 Ha
* net charge: +2
* 2S+1: 6

Atom charges from the Mulliken analysis, given in e for atoms 1 to 5: atom 1 (Sm): 0.75, atom 2 (C): -1.58, atom 3 (C): 0.88, atom 4 (N): 0.21, atom 5 (N): -0.88

A 3-piece molecular cluster, C21H36O9S overall, computed with ωB97M-V with the def2-TZVPD basis set.

Positions of all 67 atoms, in Å:
O 5.4293 5.1261 -4.5869
C 4.4006 5.3706 -4.0680
O 4.3841 5.8823 -2.7315
C 3.0210 6.2792 -2.5754
S 2.9553 7.9092 -3.4741
C 2.3303 5.0551 -3.3483
C 0.8366 5.4528 -3.3029
C 0.1607 6.2487 -4.3393
C -1.2520 6.5819 -4.1401
C -1.9909 6.1734 -2.9608
C -1.3145 5.3710 -1.9433
C 0.0846 5.0161 -2.1098
O 3.0829 5.1778 -4.5640
H 2.5777 6.4006 -1.5600
H 1.7004 8.4376 -3.2454
H 2.6720 4.1717 -2.7505
H 0.7265 6.5830 -5.2397
H -1.7328 7.1943 -4.9377
H -3.0623 6.4286 -2.7732
H -1.8248 5.0371 -1.0128
H 0.6265 4.4035 -1.3434
C 2.3251 0.7735 -1.5909
O 1.3612 0.3272 -0.6578
C 1.2440 -1.0859 -0.5853
C 1.1372 -1.5615 0.8584
O 2.3255 -1.4253 1.6329
C 2.7693 -0.1070 1.9413
C 1.8570 0.6912 2.8647
O 0.6577 1.0750 2.2094
C -0.5042 0.9069 2.9967
H 1.8897 0.8033 -2.5939
H 2.6239 1.7850 -1.3050
H 3.2222 0.1465 -1.5824
H 2.0862 -1.5880 -1.0707
H 0.3223 -1.3620 -1.1133
H 0.9303 -2.6360 0.8336
H 0.2891 -1.1073 1.3717
H 2.9982 0.4465 1.0306
H 3.7239 -0.2397 2.4587
H 2.3760 1.6089 3.1649
H 1.6520 0.1019 3.7666
H -0.4879 -0.0400 3.5466
H -1.3638 0.8905 2.3252
H -0.6138 1.7439 3.6928
C -2.3808 -3.4255 -0.2415
O -1.8748 -4.0826 0.9052
C -2.2463 -3.4618 2.1280
C -2.6609 -4.4970 3.1669
O -3.8918 -5.1646 2.9046
C -3.9431 -6.0482 1.7874
C -3.0786 -7.2977 1.9004
O -1.6981 -6.9879 1.7959
C -0.8861 -7.6644 2.7349
H -1.7269 -2.5931 -0.5174
H -2.3975 -4.1466 -1.0614
H -3.4051 -3.0709 -0.0884
H -3.0586 -2.7418 1.9886
H -1.3646 -2.9241 2.5010
H -2.8172 -3.9654 4.1104
H -1.8646 -5.2162 3.3572
H -3.7467 -5.5100 0.8601
H -4.9853 -6.3752 1.7286
H -3.3276 -7.9736 1.0740
H -3.3060 -7.8098 2.8431
H -1.3448 -7.6824 3.7291
H 0.0585 -7.1246 2.8106
H -0.6852 -8.6848 2.3951

Output
* LUMO energy: 0.01679 Ha
* relative energy (zero: lowest compared OMol25 entry of this formula, charge and spin): 119.4 kJ/mol
* SMILES string: O=C1O[C@@H](S)[C@@H](c2ccccc2)O1.COCCOCCOC.COCCOCCOC

Atom charges from the Mulliken analysis, given in e for atoms 1 to 5: atom 1 (O): -0.47, atom 2 (C): 0.42, atom 3 (O): -0.39, atom 4 (C): -0.09, atom 5 (S): -0.24

One molecule with the formula C2HF2NO, computed with ωB97M-V with the def2-TZVPD basis set.

Positions of all 7 atoms, in Å:
C -1.3546 -0.5531 -0.0570
C 0.2157 0.1839 -0.1388
N -2.4350 -0.9285 -0.0684
O 1.2433 -0.6054 0.1057
F 0.2624 0.8805 -1.3262
F 0.2165 1.0671 0.9023
H 1.8519 -0.0445 0.5824

Output
* LUMO energy: 0.01756 Ha
* relative energy (zero: lowest compared OMol25 entry of this formula, charge and spin): 52.8 kJ/mol
* SMILES string: N#CC(O)(F)F

Atom charges from the Mulliken analysis, given in e for atoms 1 to 5: atom 1 (C): -0.01, atom 2 (C): 0.85, atom 3 (N): -0.29, atom 4 (O): -0.43, atom 5 (F): -0.21

One molecule with the formula C2H4ClNOS, computed with ωB97M-V with the def2-TZVPD basis set.

Positions of all 10 atoms, in Å:
C -0.0118 0.8201 -0.0347
C -0.6027 -0.1763 1.1031
H 0.8403 -1.5685 -0.8950
H 0.8809 0.8011 -1.9065
H -1.3125 -0.7677 0.6022
H -1.1036 0.4222 1.9301
N 0.3597 0.2422 -1.1695
O 0.1981 -1.0620 -1.4325
S 0.0340 2.4428 0.0473
Cl 0.7176 -1.1538 1.7555

Output
* LUMO energy: 0.01542 Ha
* relative energy (zero: lowest compared OMol25 entry of this formula, charge and spin): 186.6 kJ/mol
* SMILES string: ONC(=S)CCl

Atom charges from the Mulliken analysis, given in e for atoms 1 to 5: atom 1 (C): 0.29, atom 2 (C): -0.42, atom 3 (H): 0.34, atom 4 (H): 0.26, atom 5 (H): 0.31

A 4-piece molecular cluster, C16H40O8 overall, computed with ωB97M-V with the def2-TZVPD basis set.

Positions of all 64 atoms, in Å:
C 0.5828 -3.3843 -7.3316
O 0.0050 -2.8184 -6.1407
C -0.1037 -1.3939 -6.0959
C -0.8543 -0.8717 -4.8734
O -2.2696 -0.8637 -4.8682
C -2.8356 -2.1552 -4.8586
H -0.0504 -3.2717 -8.2117
H 0.6303 -4.4506 -7.1106
H 1.6300 -3.0916 -7.4090
H -0.7200 -0.9614 -6.8841
H 0.9072 -0.9881 -6.1343
H -0.4655 0.1454 -4.8231
H -0.4811 -1.3951 -3.9931
H -3.8967 -1.9062 -4.8515
H -2.5759 -2.7099 -3.9570
H -2.6187 -2.7389 -5.7533
C -4.3350 1.1762 2.2497
O -3.4190 0.5803 1.4112
C -2.1362 0.2412 2.0503
C -1.0043 0.1209 1.0520
O -1.1725 -0.8200 0.0318
C -2.0950 -0.6703 -1.0491
H -4.7659 0.4197 2.9056
H -5.1682 1.4063 1.5857
H -4.0318 2.1166 2.7100
H -2.3901 -0.6015 2.6932
H -1.8531 1.0283 2.7492
H -0.1452 -0.2676 1.5988
H -0.8370 1.1422 0.7096
H -1.9427 -1.4160 -1.8294
H -2.0740 0.3106 -1.5239
H -3.0808 -0.8780 -0.6329
C 1.1741 0.4692 -1.7918
O 2.5023 0.1295 -1.3465
C 2.5255 -0.8792 -0.4087
C 2.6473 -0.3583 0.9842
O 3.9131 0.1305 1.4374
C 4.9523 -0.8821 1.5592
H 0.5651 -0.4272 -1.9090
H 1.2328 1.0373 -2.7202
H 0.7206 1.1146 -1.0396
H 3.4011 -1.5032 -0.5879
H 1.6224 -1.4788 -0.2948
H 2.2501 -1.0673 1.7106
H 2.0786 0.5682 1.0635
H 5.9436 -0.4287 1.5547
H 4.8839 -1.6999 0.8419
H 4.8765 -1.1929 2.6012
C -0.7685 3.5978 3.0863
O -0.1274 2.9412 4.1192
C 1.2959 2.6444 3.9886
C 1.6809 1.4798 4.9060
O 1.4750 1.5784 6.3266
C 0.2518 1.0646 6.8434
H -0.2187 4.5379 3.1312
H -1.8389 3.7703 3.1985
H -0.6918 3.0975 2.1209
H 1.9422 3.4919 4.2171
H 1.5350 2.4302 2.9470
H 2.7633 1.3777 4.8273
H 1.1914 0.5882 4.5141
H 0.0916 0.1202 6.3233
H -0.5257 1.7195 6.4499
H 0.2214 0.9954 7.9308

Output
* LUMO energy: 0.02827 Ha
* relative energy (zero: lowest compared OMol25 entry of this formula, charge and spin): 516.1 kJ/mol
* SMILES string: COCCOC.COCCOC.COCCOC.COCCOC

Atom charges from the Mulliken analysis, given in e for atoms 1 to 5: atom 1 (C): -0.77, atom 2 (O): -0.33, atom 3 (C): -0.71, atom 4 (C): -0.09, atom 5 (O): -0.43

C22H49GdN2O2P3 as an isolated structure, computed with ωB97M-V with the def2-TZVPD basis set.

Positions of all 79 atoms, in Å:
Gd -0.2561 -0.0663 0.6870
P 2.0098 1.2277 1.8661
P -0.9395 2.0400 -0.8622
P 1.5647 -0.4753 -1.3255
H -1.6937 -2.2205 0.4966
C -0.6775 -2.5203 0.1890
C 0.2852 -2.5912 1.0762
H 0.0465 -2.4164 2.1296
C 1.8654 1.6986 3.6124
C 2.6909 2.7614 1.2351
C 3.3889 0.0218 1.9844
C -2.2842 1.4694 -1.9906
C -1.7065 3.3547 0.1737
C 0.2266 2.9795 -1.9288
C 2.4772 -2.0913 -1.3093
C 2.9859 0.6080 -1.8192
C 0.7001 -0.6797 -2.9661
H -0.5668 -2.5615 -0.8953
H 1.3825 -2.5700 0.9200
H 1.4282 0.8930 4.1918
H 1.1183 2.4739 3.6783
H 2.7485 2.0813 4.1732
H 1.9221 3.5476 1.2461
H 3.0547 2.7134 0.2041
H 3.5188 3.1085 1.8801
H 3.0678 -0.9255 2.4468
H 4.1895 0.4357 2.6242
H 3.8142 -0.2594 1.0051
H -2.7050 2.3387 -2.5291
H -3.0678 0.9701 -1.3909
H -1.8987 0.7182 -2.7058
H -2.1028 4.1505 -0.4872
H -0.9492 3.7736 0.8640
H -2.5101 2.9277 0.8014
H -0.3258 3.8138 -2.4059
H 0.6752 2.3210 -2.6962
H 1.0504 3.3646 -1.2946
H 3.0744 -2.2943 -2.2198
H 1.7720 -2.9195 -1.1724
H 3.1607 -2.1353 -0.4498
H 3.4867 0.2926 -2.7558
H 3.7616 0.6513 -1.0380
H 2.6575 1.6447 -1.9677
H 1.3517 -1.0813 -3.7651
H 0.2596 0.2593 -3.3344
H -0.1410 -1.3808 -2.8577
C -2.4963 -0.8340 -6.5916
C -3.6260 -1.3445 -7.2642
C -3.8255 -2.7230 -7.2638
C -2.9135 -3.5698 -6.6176
C -1.7901 -3.0480 -5.9633
C -1.5749 -1.6728 -5.9547
O -2.2359 0.5013 -6.4931
H -2.9293 0.9867 -6.9859
H -4.3159 -0.6561 -7.7558
H -4.6959 -3.1453 -7.7688
H -3.0776 -4.6453 -6.6252
H -1.0730 -3.6964 -5.4606
H -0.7132 -1.2147 -5.4725
C 1.3053 -2.1631 4.2437
N 0.3421 -1.1609 4.7466
C 0.0012 -1.3710 6.1326
C -0.4204 -0.3528 3.9529
O -0.2665 -0.4369 2.7162
N -1.0708 0.7627 4.4026
C -1.4004 1.1275 5.7817
C -1.6971 1.6010 3.3742
H 0.9177 -3.1924 4.2970
H 2.1605 -2.1347 4.9315
H 1.6715 -1.9701 3.2413
H 0.3600 -0.4839 6.6712
H -1.0866 -1.4973 6.2824
H 0.5808 -2.2710 6.4035
H -2.0780 1.9965 5.7262
H -1.8882 0.2740 6.2726
H -0.4957 1.3931 6.3552
H -0.9523 2.2476 2.8865
H -2.2049 1.0027 2.6039
H -2.4224 2.2389 3.8775

Output
* <S²>: 15.822
* LUMO energy (alpha / beta): -0.27995 / -0.42179 Ha
* relative energy (zero: lowest compared OMol25 entry of this formula, charge and spin): 324.1 kJ/mol
* net charge: +3
* 2S+1: 8

Atom charges from the Mulliken analysis, given in e for atoms 1 to 5: atom 1 (Gd): -0.31, atom 2 (P): 1.27, atom 3 (P): 0.96, atom 4 (P): 1.04, atom 5 (H): 0.56